(1)
35
Properties=species:S:1:pos:R:3 method="wB97M-V/def2-TZVPD" de_lowest_ev=0.000 gap_ev=8.02 homo_energy_ev=-7.3 total_charge=0 spin_multiplicity=1 energy_ha=-1027.61410 e_lumo_ev=0.712
C 2.713 0.507 0.839
C 2.178 1.305 -1.474
C -0.171 -2.707 -0.692
C 0.234 -1.713 1.567
C -1.257 2.163 -1.493
C -0.844 1.924 1.702
C 2.167 0.094 -0.540
C 0.752 -1.790 0.120
N 0.882 -0.542 -0.584
O -2.366 0.099 0.175
Si -3.675 -0.777 -0.206
Si -1.066 1.054 0.028
H 2.029 1.200 1.325
H 2.852 -0.359 1.480
H 3.678 0.998 0.719
H 1.636 2.131 -1.021
H 1.702 1.046 -2.414
H 3.201 1.620 -1.668
H 0.233 -2.844 -1.691
H -0.264 -3.677 -0.211
H -1.155 -2.254 -0.776
H 0.829 -1.028 2.164
H 0.266 -2.698 2.026
H -0.795 -1.366 1.565
H -1.055 1.612 -2.405
H -2.274 2.544 -1.550
H -0.583 3.012 -1.464
H -1.523 2.770 1.778
H -1.055 1.255 2.529
H 0.164 2.306 1.834
H 2.877 -0.650 -0.955
H 1.750 -2.262 0.154
H -4.809 -0.030 0.342
H -3.500 -2.067 0.460
H -3.751 -0.877 -1.664

***

(2)
49
Properties=species:S:1:pos:R:3 method="wB97M-V/def2-TZVPD" gap_ev=8.46 homo_energy_ev=-8.9 total_charge=0 spin_multiplicity=1 energy_ha=-2997.48315 smiles="C=CB(Cl)PP(=O)(O)O.COP(=O)(OC)OC.COP(=O)(OC)OC" e_lumo_ev=-0.452
C 0.635 -3.251 0.618
C -0.166 -3.896 -0.261
B -0.531 -3.269 -1.633
Cl -1.815 -2.098 -1.843
P 0.511 -3.814 -3.119
P 1.338 -1.997 -3.977
O 0.475 -1.449 -5.023
O 2.759 -2.432 -4.577
O 1.727 -0.921 -2.870
H 1.536 -3.737 0.981
H 0.430 -2.241 0.969
H -0.539 -4.899 -0.043
H 1.609 -4.509 -2.580
H 2.651 -3.314 -4.957
H 1.114 -0.912 -2.126
C -2.832 -3.351 4.606
O -3.735 -2.366 4.070
P -3.169 -1.307 3.032
O -1.699 -1.320 3.031
O -3.750 0.008 3.775
C -4.940 -0.010 4.563
O -3.709 -0.998 1.573
C -3.196 0.189 0.952
H -3.444 -4.064 5.153
H -2.293 -3.872 3.819
H -2.132 -2.868 5.281
H -4.684 -0.147 5.613
H -5.625 -0.798 4.255
H -5.430 0.954 4.440
H -2.221 -0.026 0.521
H -3.120 1.017 1.651
H -3.889 0.459 0.159
C 1.475 2.561 -3.612
O 2.518 2.637 -2.621
P 2.337 3.628 -1.398
O 1.238 4.569 -1.639
O 3.780 4.355 -1.537
C 4.926 3.697 -2.076
O 2.422 3.269 0.147
C 2.502 4.380 1.052
H 1.704 1.719 -4.260
H 0.505 2.391 -3.152
H 1.458 3.476 -4.198
H 5.019 3.931 -3.137
H 4.877 2.617 -1.951
H 5.801 4.076 -1.551
H 1.504 4.774 1.233
H 3.148 5.164 0.666
H 2.917 3.995 1.980

***

(3)
37
Properties=species:S:1:pos:R:3 method="wB97M-V/def2-TZVPD" de_lowest_ev=0.654 gap_ev="9.72 / 4.31" homo_energy_ev="-15.4 / -15.4" total_charge=+2 spin_multiplicity=2 energy_ha=-3152.51898 e_lumo_ev="-5.662 / -11.066"
Br -0.367 -1.009 -1.425
C -1.535 -1.495 2.237
C -3.003 -1.559 1.858
C -3.580 -0.096 1.740
O -4.999 0.090 1.947
C -5.722 1.234 1.630
N -3.221 -2.266 0.510
H -3.422 -3.246 0.653
H -3.981 -1.859 -0.015
H -2.364 -2.096 0.003
H -0.932 -0.845 1.603
H -0.974 -2.430 2.254
H -1.519 -1.152 3.271
H -3.629 -2.183 2.496
H -3.332 0.395 0.799
H -3.098 0.498 2.516
H -5.944 1.355 0.570
H -5.252 2.108 2.081
H -6.715 1.277 2.078
C 2.810 0.189 -3.563
C 3.719 0.188 -2.261
C 3.674 1.470 -1.457
O 4.391 1.370 -0.231
C 4.323 2.436 0.729
N 3.179 -1.029 -1.488
H 3.697 -1.842 -1.787
H 3.346 -0.880 -0.503
H 2.206 -1.268 -1.613
H 3.029 1.029 -4.222
H 1.750 -0.056 -3.623
H 3.250 -0.702 -4.011
H 4.783 0.090 -2.479
H 2.632 1.754 -1.314
H 4.047 2.329 -2.015
H 4.973 3.272 0.469
H 4.494 2.161 1.769
H 3.286 2.765 0.793

***

(4)
44
Properties=species:S:1:pos:R:3 method="wB97M-V/def2-TZVPD" gap_ev=10.89 homo_energy_ev=-10.6 total_charge=0 spin_multiplicity=1 energy_ha=-4301.72082 smiles=ClCCCl.ClCCCl.ClCCCl.ClCCCl.O.O.O.O e_lumo_ev=0.237
Cl -0.225 3.680 1.669
C 1.119 2.603 2.056
C 1.105 1.855 3.374
Cl 0.741 2.998 4.768
H 1.937 3.310 2.098
H 1.264 1.858 1.252
H 2.141 1.506 3.450
H 0.290 1.103 3.364
Cl -4.033 2.353 2.711
C -3.144 1.370 1.515
C -3.532 1.707 0.091
Cl -2.433 0.796 -0.924
H -3.278 0.334 1.730
H -2.073 1.584 1.592
H -3.455 2.819 -0.126
H -4.540 1.231 -0.047
Cl -4.046 -2.808 -1.366
C -2.376 -2.514 -1.893
C -2.245 -1.681 -3.208
Cl -2.445 -2.577 -4.688
H -1.876 -3.483 -2.117
H -1.761 -1.949 -1.210
H -1.241 -1.266 -3.301
H -2.977 -0.907 -3.327
Cl 3.782 -0.508 -3.470
C 4.261 1.058 -2.812
C 3.395 1.367 -1.616
Cl 1.623 1.653 -1.914
H 4.149 1.805 -3.541
H 5.261 1.000 -2.450
H 3.802 2.289 -1.207
H 3.449 0.601 -0.801
O -1.242 -1.644 2.187
H -2.000 -2.017 1.720
H -0.625 -2.409 2.259
O 0.571 -0.532 0.374
H -0.138 -0.884 0.980
H 0.207 0.286 0.019
O 1.109 -3.178 2.189
H 1.528 -2.471 2.683
H 1.607 -3.173 1.318
O 2.094 -2.655 -0.879
H 2.486 -2.763 -1.740
H 1.763 -1.748 -0.760

***

no.,maximum force (eV/Å)
1,3.42
2,4.11
3,3.58
4,2.50